[1]
DFT (the ωB97M-V functional and the def2-TZVPD basis) results for a 11-piece molecular cluster, C46H120N6O17 overall at a distorted geometry.

```
189
Properties=species:S:1:pos:R:3
H 2.02 -1.50 0.65
H -3.55 6.24 4.06
H -0.70 -2.87 -5.06
H -3.00 -4.76 0.87
H -5.55 -0.49 2.11
H -3.41 0.76 -8.08
H 4.92 1.04 3.03
H -4.99 -4.00 1.37
H 3.94 -2.75 -1.82
H 7.73 -2.00 -4.78
H -6.99 2.07 5.54
H -0.86 3.44 -3.52
H -7.74 1.03 3.14
H 2.39 -4.58 2.95
H -0.61 6.27 -0.22
C 1.85 -1.15 5.16
H -3.42 5.59 2.40
C -1.33 -1.07 -4.87
H 1.55 -2.17 5.38
H -0.35 -1.42 -2.98
O -1.75 5.49 3.53
C -4.14 -3.44 1.73
O -1.00 -5.14 0.18
O -1.76 -0.41 -7.82
H -1.02 -0.02 -4.99
H -5.56 2.90 5.48
C 4.55 -2.05 -5.31
C -3.12 -0.29 -8.04
H 0.40 -4.21 1.41
H -7.19 0.81 0.77
N 0.74 -0.45 4.56
O -6.11 2.09 3.66
H 0.98 0.56 4.39
C -6.07 -2.06 4.60
C 5.81 -0.54 -1.10
H -2.27 0.50 -0.64
H -1.76 0.28 3.67
C -6.47 2.69 4.86
C -1.28 -1.74 -7.75
H -2.60 -4.15 -2.06
H -0.41 3.76 5.00
C 4.39 0.05 -1.19
H 3.85 -4.57 -0.14
H 2.55 3.16 -4.24
H -1.80 2.99 5.88
O -1.14 4.83 -1.94
H -5.32 -1.42 5.05
H -0.42 -0.75 0.11
H -0.79 7.79 1.33
H 4.06 4.91 3.52
H -6.11 -2.96 5.22
N -0.26 -2.03 -5.34
H 6.93 -3.21 -5.79
H -1.43 -3.45 2.97
C 4.58 0.02 3.06
O 3.57 -0.08 3.97
C 2.50 5.39 2.06
O 2.19 6.45 1.16
H -0.14 6.70 3.40
H -4.02 1.11 3.14
C -3.49 2.02 1.27
H -1.17 -3.31 -1.45
H -3.99 2.93 1.57
H 6.50 -3.01 -4.00
C 1.33 -1.00 1.31
H 2.89 -1.95 3.51
H 0.41 4.02 -0.79
H 1.73 5.29 2.81
H -0.62 -5.54 2.19
H 3.38 -0.49 -2.72
H 0.81 -4.81 -2.67
C -2.13 -3.15 -1.98
C -7.13 1.78 2.75
H -1.77 7.53 3.64
H -3.34 -0.04 1.95
H -3.77 -2.52 3.68
C 2.95 -4.19 -2.75
H 5.79 3.74 -3.22
H 5.45 -0.63 3.12
C -1.63 -3.65 1.86
H 1.67 -4.64 -1.08
O 5.84 -1.51 -5.22
H -0.53 -6.45 -1.22
H 0.76 0.58 -0.25
C -0.71 4.02 -0.85
H -1.99 -0.70 -2.75
C -0.59 -4.66 1.45
C 4.75 3.58 -3.07
C 3.92 -5.29 1.68
H -0.85 -1.32 5.56
H -0.99 -2.09 -8.76
H -2.29 -1.27 -5.33
C -0.04 -1.98 -6.86
H 2.28 -6.30 2.62
O 0.56 -1.93 2.11
N 3.56 0.00 -4.76
H 4.05 0.19 -0.18
C -4.56 -3.09 3.17
H 2.02 -0.63 6.11
H -0.73 -7.19 0.33
H 0.82 -6.18 0.06
O 4.43 2.46 -3.83
H -1.06 3.02 -1.01
H -6.05 2.15 0.98
H 2.91 1.61 -6.01
H -3.75 -0.85 -7.28
H 4.26 4.52 -3.34
H 4.51 3.39 -1.99
H 1.92 -0.40 1.97
C -1.17 6.74 3.11
C -1.42 0.66 4.61
C 3.59 -1.05 -5.75
N -2.95 -4.29 1.75
H -2.37 0.87 5.20
H -7.05 -1.56 4.63
H -1.52 -2.69 1.22
H -0.20 0.58 1.18
H -0.79 3.95 1.28
O -0.86 1.95 4.29
C 0.34 -0.05 0.53
N -0.56 5.90 0.71
H 0.45 -2.98 -7.11
H 2.63 1.94 -3.04
H -2.32 7.01 1.22
H -0.06 2.51 6.18
H 2.67 4.45 1.56
H 5.80 -1.58 -0.72
H 2.82 -3.61 -3.69
H 2.57 -1.51 -5.80
C -4.00 0.83 2.06
H 3.77 -0.61 -6.76
H 4.71 -2.94 -5.91
H -6.91 3.68 4.80
H 4.42 1.00 -1.75
H 4.52 -6.18 1.53
C -3.12 5.47 3.44
C -0.49 -0.31 5.35
C 1.50 -4.26 -2.08
O -1.86 -2.69 -3.27
H -2.25 4.58 0.62
H -2.11 -2.40 -7.38
H 0.26 -1.44 2.96
C 3.09 2.27 -4.00
H 6.42 0.02 -0.36
C -6.48 1.29 1.47
H -4.15 -2.53 1.07
H 4.51 0.34 -4.68
H 4.26 -2.39 -4.30
H 1.68 1.06 -4.87
H -3.40 4.52 3.80
H -0.33 0.16 6.34
C 3.09 -1.35 4.33
H 4.61 5.74 2.13
H 6.33 -0.63 -2.04
H 1.22 -3.22 -1.97
C -1.19 4.58 0.50
O 3.18 -4.92 0.50
C -0.31 -6.29 -0.18
H -3.53 0.92 -1.86
H -2.71 -2.45 -1.40
C 6.78 -2.50 -4.93
H 1.26 6.15 0.92
O -5.76 -2.38 3.26
H 4.26 -0.17 2.00
H -7.85 2.59 2.56
H 3.43 -5.64 3.67
O 3.54 -0.84 -1.88
H 3.83 -1.91 5.01
H 3.22 -5.25 -2.92
C 2.77 1.20 -5.02
H 0.49 4.62 -3.16
C -1.38 -1.38 -3.39
N -5.34 0.37 1.66
C -0.57 4.45 -3.15
C 2.93 -5.44 2.74
H -3.93 -0.11 -0.44
H 0.75 -1.27 -6.98
H -3.37 -0.73 -8.99
H -2.43 2.06 1.59
H 4.58 -4.44 2.03
O -3.50 2.02 -0.19
H 3.81 6.68 3.31
C -1.30 6.90 1.55
C -0.78 2.82 5.43
C 3.80 5.70 2.81
O 3.99 -3.68 -1.94
H -4.73 -4.03 3.75
H -0.95 5.17 -3.91
C -3.30 0.75 -0.80
```

Summary:
Energy relative to the best compared isomer or geometry (same formula, charge and spin) ... 0.8117 eV
Net charge ... 0
SMILES string ... COCCNCCOC.COCCNCCOC.COCCNCCOC.COCCNCCOC.COCCNCCOC.COCCNCCOC.CCO.CCO.CCO.CCO.CCO
Orbital gap ... 8.68 eV
Electronic energy ... -93384.955 eV

---

[2]
DFT (the ωB97M-V functional and the def2-TZVPD basis) results for one molecule with the formula C13H24N4O2 at a distorted geometry.

```
43
Properties=species:S:1:pos:R:3
C 3.26 -0.40 -3.47
O -1.18 -3.49 -2.58
H -0.12 -2.28 -3.44
C -0.27 2.61 2.55
H 4.15 -0.30 -4.15
H 2.09 -1.48 -1.35
N -0.47 -1.68 -1.68
H 0.73 2.32 2.13
H 0.31 -0.40 -3.14
H -2.55 0.04 1.73
C -1.70 -0.77 0.23
H 2.44 -2.29 -4.31
O -3.36 -2.07 1.22
H 0.12 -0.06 1.96
C -2.58 -1.93 0.27
H 0.01 1.17 -0.12
C 1.65 -1.98 -2.16
H 3.70 -2.60 -3.09
H -1.76 1.38 3.71
H 3.66 -0.01 -2.69
H 1.82 -3.27 -1.90
C -0.68 1.28 3.31
H -0.30 1.13 4.24
H 0.68 4.63 3.20
N -1.78 0.27 1.23
C 0.13 3.65 3.77
H -1.90 2.51 0.87
H -0.88 3.94 1.20
C 0.45 -1.35 -2.83
H 1.07 3.12 4.34
C -0.49 -0.77 -0.68
N -2.45 -3.01 -0.66
C -1.49 -2.86 -1.78
N 0.02 0.42 -0.76
H -2.97 -3.73 -0.61
H -0.99 -0.74 2.91
C -0.60 0.16 2.43
H -0.84 3.81 4.37
H 1.04 0.39 -1.23
C -1.23 2.99 1.72
C 2.81 -1.74 -3.25
H -2.04 3.42 2.33
H 2.49 -0.04 -3.85
```

Summary:
Energy relative to the best compared isomer or geometry (same formula, charge and spin) ... 13.8335 eV
Net charge ... 0
SMILES string ... CCCCn1c(N)c(NCCC(C)C)c(=O)[nH]c1=O
Orbital gap ... 7.16 eV
Electronic energy ... -23914.070 eV

---

[3]
DFT (the ωB97M-V functional and the def2-TZVPD basis) results for C24H27N7O3PS2SnTe as an isolated structure.

```
66
Properties=species:S:1:pos:R:3
C -0.50 -2.40 4.28
H -0.38 -2.58 -6.48
C -3.88 -2.68 -2.67
H -0.75 -4.81 -4.40
H -4.37 -1.78 -3.04
C 2.46 0.11 -0.56
N 1.36 0.30 -1.30
H -0.41 -2.48 5.36
C 3.53 -0.64 -1.04
H 2.19 -1.36 -4.07
H 0.80 -4.20 -4.97
H 4.51 -1.21 4.44
H -3.66 -2.52 -1.61
H -1.41 -5.72 2.39
C -0.70 -2.12 1.59
Te -1.17 -5.00 -1.45
H 6.64 -0.05 4.00
C 1.28 -0.21 -2.52
H 2.56 -0.84 2.97
N 0.26 2.99 3.97
H 0.21 -0.37 4.16
C 4.80 1.17 1.43
N -0.50 3.29 -2.55
H -1.77 -6.69 3.78
C 2.31 -0.95 -3.08
H 6.83 1.49 2.06
Sn -0.62 0.90 -0.11
C -1.07 -3.33 2.16
C 5.79 0.11 3.35
O -0.24 -2.89 -3.83
N -1.56 -5.80 3.38
H 0.36 -0.03 -3.06
P -1.26 -2.90 -2.58
C -0.96 -3.48 3.54
N -0.24 -1.09 2.30
H -0.54 3.47 4.33
H 1.03 2.73 4.58
H -4.21 -4.79 -2.49
C 3.60 0.52 1.68
O -1.01 -1.67 -1.79
H 4.39 -0.81 -0.42
H -0.77 -2.00 0.51
C 2.43 0.70 0.78
C 3.44 -1.17 -2.32
C 0.27 2.51 2.70
C 5.90 0.97 2.26
H -5.68 -3.80 -2.36
C -4.72 -3.91 -2.88
N 1.36 1.31 1.15
C -0.90 -3.45 -6.08
S -1.41 -4.95 5.85
C -0.50 2.57 -1.65
H 4.88 1.84 0.58
N 1.35 1.81 2.40
O -2.65 -2.80 -3.40
H -0.87 -4.24 -6.84
H 4.26 -1.77 -2.71
S -1.08 2.90 1.72
C 4.59 -0.54 3.60
H -1.43 -4.08 1.47
H -1.94 -3.19 -5.90
H -4.92 -4.06 -3.94
C -1.31 -4.78 4.21
C 3.50 -0.34 2.77
C -0.25 -3.93 -4.81
C -0.15 -1.24 3.62
```

Summary:
Energy relative to the best compared isomer or geometry (same formula, charge and spin) ... 0.5243 eV
Net charge ... -1
Orbital gap ... 6.37 eV
Electronic energy ... -85989.219 eV

---

| no. | E_HOMO (eV) |
| --- | --- |
| 1 | -8.1 |
| 2 | -6.6 |
| 3 | -4.6 |